ORCA calculation (ωB97M-V with the def2-TZVPD basis set) on a cluster of 2 separate species, C5H11OS in total at a distorted geometry.

Last column: Löwdin charge in e.
Positions of all 18 atoms, in Å:
C (-2.7014, 0.5173, -2.3610)  0.0029
C (-1.5244, 0.1682, -1.8463)  -0.3229
O (-1.3614, -0.9718, -1.1410)  -0.0774
H (-2.7501, 1.4496, -2.9046)  0.0429
H (-3.6139, -0.0464, -2.2442)  0.0545
H (-0.6549, 0.8206, -1.8064)  0.0889
H (-0.4363, -1.1456, -0.8894)  -0.0396
C (-0.5330, 0.8401, 1.8790)  -0.1080
C (0.7345, 0.1171, 2.3314)  -0.3195
C (1.8927, 0.1407, 1.3042)  -0.6381
S (1.6133, -0.4203, -0.3514)  0.7749
H (-0.3074, 1.8968, 1.7186)  0.0790
H (-1.3429, 0.7033, 2.5905)  0.0754
H (-0.8624, 0.4548, 0.9214)  0.0333
H (1.1172, 0.5356, 3.2608)  0.1007
H (0.5057, -0.9315, 2.5417)  0.1019
H (2.6956, -0.4456, 1.7812)  0.0778
H (2.3206, 1.1503, 1.3318)  0.0735

Values from the calculation:
energy above the lowest of the compared OMol25 structures with the same formula, charge and spin	4.6	kcal per mole
frontier orbital gap (alpha / beta)	9.38 / 6.15	eV
multiplicity	2
charge	0
HOMO energy (alpha / beta)	-8.662 / -8.661	eV

---

ORCA calculation (ωB97M-V with the def2-TZVPD basis set) on a structure of composition C28H46BrN3P2Zn at a distorted geometry.

Last column: Löwdin charge in e.
Positions of all 81 atoms, in Å:
N (-5.8114, 4.2297, -3.3461)  0.1098
C (-5.4827, 4.5308, -2.0814)  -0.0837
C (-4.5795, 3.7608, -1.3159)  0.0312
C (-3.8928, 2.6444, -1.8817)  -0.1659
C (-4.2338, 2.3878, -3.2454)  0.0340
C (-5.1827, 3.1880, -3.9179)  -0.0826
C (-2.9122, 1.8433, -1.1440)  0.0571
Zn (-0.8726, 0.2715, 0.1952)  0.5306
P (2.0734, -0.0347, 0.3886)  0.9768
C (-1.8503, 1.0698, -1.6903)  -0.2077
C (-0.5676, 1.8048, -2.1401)  -0.2583
C (0.0476, 1.6671, -3.4174)  -0.0209
C (1.3607, 2.1865, -3.6645)  -0.0828
C (1.9378, 3.1302, -2.7829)  -0.7265
C (1.3439, 3.2563, -1.5124)  -0.1364
C (0.0989, 2.6564, -1.2372)  -0.0978
Br (3.3576, 4.2453, -3.2234)  0.8300
H (-2.9838, 1.9499, -0.0460)  0.1199
H (-2.2092, 0.2387, -2.3638)  0.1139
H (-4.3692, 4.0961, -0.3016)  0.1219
H (-3.7559, 1.6030, -3.8377)  0.1219
H (-5.9694, 5.4299, -1.6688)  0.1318
H (-5.4444, 2.9912, -4.9730)  0.1316
H (-0.4639, 1.1953, -4.2784)  0.1231
H (-0.2396, 2.7023, -0.2071)  0.0920
H (1.9420, 1.9090, -4.5710)  0.1236
H (1.9172, 3.7152, -0.6956)  0.1045
P (-0.7332, -2.0807, -0.0356)  0.9179
C (3.3879, 1.3641, 0.6706)  -0.3776
C (4.8602, 1.1923, 0.3524)  -0.1410
H (3.2711, 1.6205, 1.7285)  0.0677
H (2.9792, 2.2001, 0.0612)  0.0373
H (5.3532, 2.0469, 0.8242)  0.0864
H (5.3117, 0.2757, 0.7204)  0.0586
H (5.1303, 1.2587, -0.6999)  0.0725
C (2.9549, -0.6423, -1.1778)  -0.4084
C (4.1000, -1.6327, -1.4242)  -0.1286
H (3.3351, 0.3287, -1.5563)  0.0612
H (2.1480, -0.9385, -1.8587)  0.0328
H (4.0435, -1.8223, -2.5142)  0.0834
H (5.1060, -1.2131, -1.2741)  0.0687
H (4.0517, -2.6149, -0.9130)  0.0763
C (2.4242, -1.3097, 1.7276)  -0.4247
C (3.7790, -1.4559, 2.4139)  -0.1321
H (2.1536, -2.2518, 1.2256)  0.0455
H (1.6812, -1.1968, 2.5365)  0.0239
H (3.6986, -2.3303, 3.0770)  0.0815
H (4.6059, -1.6612, 1.7240)  0.0688
H (4.0348, -0.5979, 3.0498)  0.0761
C (-0.5461, -3.0858, 1.4945)  -0.3799
C (-1.3565, -4.3775, 1.3673)  -0.1310
H (-0.8683, -2.4715, 2.3538)  0.0728
H (0.5258, -3.2957, 1.6497)  0.0688
H (-2.4074, -4.2157, 1.6368)  0.0712
H (-1.3189, -4.7711, 0.3426)  0.0682
H (-0.9629, -5.1573, 2.0313)  0.0884
C (0.1691, -3.0080, -1.3471)  -0.3654
C (-0.2317, -2.6208, -2.7721)  -0.1307
H (0.1050, -4.1068, -1.2230)  0.0991
H (1.2299, -2.7605, -1.1811)  0.0554
H (-1.2777, -2.8837, -2.9713)  0.0761
H (-0.1117, -1.5419, -2.9371)  0.0551
H (0.3876, -3.1390, -3.5199)  0.0927
C (-2.5597, -1.9714, -0.4195)  -0.4027
C (-3.4052, -1.4885, 0.7684)  -0.1335
H (-2.9653, -2.8809, -0.8818)  0.0984
H (-2.6062, -1.2145, -1.2172)  0.0220
H (-4.4081, -1.1971, 0.4185)  0.0914
H (-3.4998, -2.2554, 1.5489)  0.0747
H (-2.9705, -0.5850, 1.2338)  0.0336
C (0.9619, -0.5116, 5.2545)  -0.0010
N (-0.1541, 0.1817, 4.6069)  -0.1682
C (-1.2139, 0.7656, 5.4303)  -0.0010
C (-0.2475, 0.2859, 3.3119)  -0.2119
N (-0.4936, 0.4058, 2.1633)  0.1115
H (0.7820, -0.4989, 6.3322)  0.1016
H (1.9055, -0.0161, 5.0177)  0.0991
H (1.0294, -1.5408, 4.8948)  0.0951
H (-1.2386, 1.8536, 5.2822)  0.1055
H (-2.1882, 0.3413, 5.1468)  0.1041
H (-0.9994, 0.5536, 6.4861)  0.1034

Values from the calculation:
frontier orbital gap	4.99	eV
charge	+2
HOMO energy	-13.130	eV

---

ORCA calculation (ωB97M-V with the def2-TZVPD basis set) on a structure of composition C42H37ClFN4O5Rh.

Last column: Löwdin charge in e.
Positions of all 91 atoms, in Å:
Rh (0.9187, 0.5645, -0.8486)  1.3355
C (-3.8149, 0.9871, 5.2729)  -0.0437
C (-2.5536, 1.8272, 5.3642)  -0.2992
C (-2.8556, 3.2247, 5.8821)  -0.1464
C (-1.5580, 3.9773, 6.1116)  -0.1290
C (-0.7122, 3.9609, 4.8676)  -0.1298
C (0.2352, 4.9335, 4.6491)  0.0553
C (1.0054, 4.9194, 3.4906)  -0.2586
F (1.9248, 5.8859, 3.3354)  0.0720
C (0.8468, 3.9719, 2.5263)  0.0790
C (-0.1199, 2.9759, 2.7201)  -0.0358
C (-0.2853, 1.9469, 1.6992)  -0.2967
O (0.4586, 1.9873, 0.6827)  -0.1057
C (-1.2778, 0.9740, 1.9379)  -0.0762
C (-1.9964, 1.0339, 3.0991)  0.0394
N (-1.8344, 1.9466, 4.0660)  0.0448
C (-0.8890, 2.9575, 3.8910)  -0.0622
C (-1.6276, -0.1476, 0.9890)  -0.6278
O (-2.6889, -0.7440, 1.1798)  0.0320
O (-0.7738, -0.4388, 0.0762)  -0.1354
H (-4.3167, 1.0319, 6.2398)  0.0881
H (-3.6195, -0.0625, 5.0605)  0.0837
H (-4.4987, 1.3774, 4.5158)  0.1007
H (-1.8570, 1.3491, 6.0610)  0.1596
H (-3.4217, 3.1412, 6.8101)  0.1224
H (-3.4878, 3.7448, 5.1561)  0.1369
H (-1.0095, 3.5024, 6.9312)  0.1298
H (-1.7428, 5.0079, 6.4146)  0.1222
H (0.3898, 5.7245, 5.3733)  0.1342
H (1.4500, 3.9669, 1.6302)  0.1363
H (-2.7505, 0.2757, 3.2415)  0.1288
C (2.1034, -0.4009, 4.5474)  -0.1024
C (3.1123, 0.4064, 4.0378)  -0.0897
C (3.2588, 0.5746, 2.6701)  -0.0267
C (2.3772, -0.0678, 1.7989)  -0.2585
C (1.3737, -0.8921, 2.3037)  -0.0265
C (1.2428, -1.0541, 3.6746)  -0.0812
N (2.4830, 0.1278, 0.4069)  -0.0855
N (3.7056, 0.2207, -0.0677)  0.0883
C (3.7502, 0.5077, -1.3779)  -0.3337
C (4.9965, 0.5598, -2.0397)  -0.0012
C (5.0325, 0.7503, -3.3899)  -0.0566
C (3.8269, 0.8874, -4.1043)  -0.0652
C (2.6542, 0.8585, -3.4056)  -0.1418
N (2.5943, 0.7143, -2.0687)  -0.0098
H (2.0011, -0.5331, 5.6181)  0.0956
H (3.7931, 0.9130, 4.7120)  0.1005
H (4.0402, 1.2003, 2.2652)  0.1046
H (0.7249, -1.4095, 1.6120)  0.1079
H (0.4683, -1.7091, 4.0576)  0.1058
H (5.8888, 0.4105, -1.4490)  0.1151
H (5.9808, 0.7700, -3.9122)  0.1092
H (3.8084, 0.9877, -5.1801)  0.1047
H (1.7061, 0.9130, -3.9247)  0.0913
Cl (-2.8296, 2.3528, -0.5622)  0.8050
C (-2.5674, 1.0605, -1.6898)  -0.5730
C (-3.5336, 0.0954, -1.8184)  -0.0890
C (-3.3524, -0.9332, -2.7419)  -0.0203
C (-2.2288, -0.9700, -3.5640)  -0.0454
C (-1.2614, -0.0064, -3.4232)  -0.0214
C (-1.3682, 1.0208, -2.4510)  -0.3037
C (-0.2676, 1.8840, -2.2104)  -0.0610
H (-4.4110, 0.1276, -1.1880)  0.1146
H (-4.1029, -1.7105, -2.8162)  0.1170
H (-2.0907, -1.7757, -4.2753)  0.1125
H (-0.3607, -0.0598, -4.0208)  0.1109
H (-0.4065, 2.7448, -1.5736)  0.0512
H (0.4320, 2.0253, -3.0229)  0.0546
C (-1.7727, -5.7310, -5.7410)  -0.0572
C (-0.9504, -4.8040, -4.8853)  -0.2774
C (-1.2233, -4.6447, -3.5326)  -0.0191
C (-0.4657, -3.8012, -2.7238)  -0.2070
C (-0.8210, -3.6364, -1.2700)  -0.0227
C (0.6144, -3.1190, -3.2893)  -0.0670
C (0.9177, -3.2716, -4.6445)  -0.2036
C (2.0728, -2.5314, -5.2702)  -0.0322
C (0.1228, -4.1036, -5.4258)  -0.0187
C (1.4097, -2.1524, -2.4351)  -0.5656
O (2.6238, -2.2527, -2.2684)  0.0582
O (0.6216, -1.2495, -1.9410)  -0.1526
H (-2.6806, -6.0434, -5.2236)  0.0710
H (-1.2091, -6.6316, -5.9967)  0.0806
H (-2.0641, -5.2533, -6.6785)  0.0757
H (-2.0528, -5.1894, -3.0897)  0.1125
H (-1.5635, -4.3779, -0.9738)  0.0779
H (-1.2078, -2.6359, -1.0622)  0.0630
H (0.0596, -3.7617, -0.6335)  0.0937
H (1.8966, -1.4497, -5.2671)  0.0700
H (2.2113, -2.8422, -6.3062)  0.0742
H (2.9940, -2.6969, -4.7126)  0.0813
H (0.3546, -4.2148, -6.4823)  0.1148

Values from the calculation:
frontier orbital gap (alpha / beta)	6.09 / 5.63	eV
multiplicity	5
charge	0
HOMO energy (alpha / beta)	-6.573 / -8.039	eV